# 1
A structure of composition C31H32BF4N7OS2Ti at a distorted geometry, computed with wB97M-V/def2-TZVPD.

Each line ends with the Löwdin spin population.
Cartesian coordinates (Å):
Ti 0.0265 1.4504 0.3070  0.279
S -2.5260 3.0475 1.3808  0.011
C -2.8374 1.6233 0.5649  0.003
N -1.9708 0.9411 -0.1791  0.002
C -2.5320 -0.1873 -0.7784  0.000
C -1.9039 -1.0584 -1.6685  0.001
C -2.6135 -2.1331 -2.1818  0.000
C -3.9410 -2.3624 -1.8262  0.000
C -4.5829 -1.4967 -0.9519  0.000
C -3.8756 -0.4153 -0.4446  0.000
S -4.4238 0.8420 0.6237  0.001
H -0.8730 -0.8837 -1.9357  0.001
H -2.1208 -2.8039 -2.8771  0.000
H -4.4760 -3.2113 -2.2358  0.000
H -5.6191 -1.6518 -0.6719  0.000
C -0.2881 1.7652 -3.6330  -0.001
C 0.0949 3.1829 -3.2856  -0.003
C 0.2061 4.1494 -4.2778  0.000
C 0.5260 5.4627 -3.9713  -0.003
C 0.7394 5.8106 -2.6426  0.000
C 0.6406 4.8753 -1.6242  -0.003
C 0.8738 5.2525 -0.1892  -0.001
C 0.3159 3.5358 -1.9373  -0.002
N 0.1997 2.5856 -0.9459  -0.032
H 0.1027 1.4820 -4.6131  0.000
H -1.3758 1.6459 -3.6576  0.000
H 0.0897 1.0761 -2.8820  0.000
H 0.0333 3.8631 -5.3117  0.000
H 0.6126 6.2044 -4.7567  0.000
H 0.9851 6.8369 -2.3885  0.000
H 1.0754 6.3215 -0.0951  0.000
H 1.7178 4.7001 0.2247  0.000
H 0.0067 4.9967 0.4202  0.000
F 2.7987 3.4103 2.5397  0.000
B 1.9771 2.3439 2.2449  0.001
F 0.6179 2.7889 2.0162  0.002
F 2.2964 1.7206 1.0046  0.001
F 1.9824 1.3811 3.2738  0.001
C -0.8251 2.4440 5.0397  0.000
N -0.6882 1.0317 4.6805  0.002
C 0.1648 0.1949 5.5271  0.001
C -0.7407 0.7464 3.3967  0.009
N -0.7531 0.5137 2.2663  0.009
H -1.2316 2.5094 6.0483  0.000
H -1.5054 2.9256 4.3414  0.000
H 0.1432 2.9487 4.9996  0.000
H -0.2405 0.1991 6.5385  0.000
H 1.1868 0.5838 5.5466  0.000
H 0.1794 -0.8244 5.1466  0.000
C 0.7551 -5.1683 -3.4835  0.000
C 0.5289 -4.7475 -2.0519  0.002
C 1.5321 -4.8762 -1.0957  0.001
C 1.3244 -4.5137 0.2260  0.004
C 0.1022 -3.9828 0.6160  0.002
N -0.1597 -3.6050 1.9541  0.001
C 0.6202 -2.9415 2.8733  -0.002
O 0.2934 -2.9313 4.0558  -0.002
N 1.7547 -2.2956 2.4351  -0.007
C 1.8966 -1.5970 1.1897  0.017
C 3.1554 -1.4457 0.6310  0.207
C 3.2457 -0.7136 -0.5783  0.041
C 2.1488 -0.0993 -1.0914  0.107
N 0.9021 -0.1732 -0.5047  0.131
C 0.7966 -1.0488 0.5684  0.184
C -0.9093 -3.8480 -0.3270  0.004
C -0.6970 -4.2352 -1.6407  0.002
H 1.8079 -5.0851 -3.7561  0.000
H 0.1738 -4.5514 -4.1707  0.000
H 0.4538 -6.2085 -3.6373  0.000
H 2.5010 -5.2671 -1.3897  0.000
H 2.1167 -4.6217 0.9579  0.001
H -1.0697 -3.8255 2.3175  0.000
H 2.1957 -1.8115 3.2029  -0.001
H 4.0263 -1.8786 1.1070  0.015
H 4.1968 -0.6064 -1.0842  -0.001
H 2.2107 0.5243 -1.9741  0.006
H -0.2010 -1.2981 0.8836  0.009
H -1.8566 -3.4054 -0.0352  0.000
H -1.4945 -4.1073 -2.3668  0.000

Values from the calculation:
Net charge: -1
HOMO (alpha / beta) (eV): -2.8 / -4.6
⟨S²⟩: 0.7739
Gap between HOMO and LUMO (alpha / beta) (eV): 5.3102 / 7.0733
2S+1: 2
E_tot (Eh): -3729.63327
Energy relative to the best compared isomer or geometry (same formula, charge and spin) (kJ/mol): 157.9


# 2
A cluster of 2 separate species, C4H8NPS in total at a distorted geometry, computed with wB97M-V/def2-TZVPD.

Each line ends with the natural charge from an NBO analysis.
Cartesian coordinates (Å):
C -1.6426 0.5686 -0.0236  -0.367
C 1.6565 0.5600 -0.6222  0.083
C -0.6664 -1.6558 0.2703  -0.658
C -0.8362 -0.2543 0.6512  -0.230
N 1.2801 0.0351 -1.6341  -0.631
P 2.0331 1.0328 0.9140  0.136
S -1.4884 2.2598 0.2186  0.052
H -2.4949 0.1763 -0.6773  0.234
H 0.3518 -1.9304 -0.1964  0.226
H -1.3889 -2.1759 -0.3137  0.220
H -0.8332 -2.3469 1.1295  0.213
H -0.0714 0.0411 1.2958  0.197
H 1.0707 0.6818 -2.4263  0.399
H -0.3876 2.0895 0.8642  0.107
H 3.4175 0.9182 0.5501  0.020

Values from the calculation:
Net charge: 0
HOMO (eV): -8.1
Gap between HOMO and LUMO (eV): 8.6975
2S+1: 1
SMILES: C/C=C/S.N=C=P
E_tot (Eh): -951.38573
Energy relative to the best compared isomer or geometry (same formula, charge and spin) (kJ/mol): 275.1


# 3
A structure of composition C36H31Cl2GaN3O4S2 at a distorted geometry, computed with wB97M-V/def2-TZVPD.

Each line ends with the Löwdin charge.
Cartesian coordinates (Å):
Ga 0.8783 0.2884 0.0511  0.530
C 3.5039 -0.8117 3.3769  -0.021
C 2.4258 -0.3590 2.6176  -0.102
N 2.3778 -0.4432 1.3050  0.090
C 3.4076 -1.0620 0.6385  -0.096
C 4.5459 -1.5295 1.3359  -0.146
C 4.5701 -1.3767 2.7353  0.023
C 5.6007 -2.1485 0.6286  -0.048
C 5.5127 -2.2671 -0.7258  -0.062
C 4.3840 -1.8223 -1.4378  0.002
C 3.3013 -1.2501 -0.7971  -0.213
N 2.1200 -0.8609 -1.3394  0.082
C 1.7446 -0.9950 -2.7473  -0.113
C 2.2653 -1.5198 -3.9494  0.006
C 1.4921 -1.4914 -5.1242  -0.057
C 0.1738 -0.9834 -5.2629  -0.048
C -0.4168 -0.4575 -4.1296  -0.021
C -2.0113 0.1478 -3.8084  -0.075
C -2.3683 0.1550 -2.4256  -0.471
C -1.3732 1.5846 -0.9850  -0.430
N -0.2389 -0.1122 -2.0353  -0.229
C 0.5074 -0.4653 -2.9856  -0.231
H 3.4820 -0.7004 4.4513  0.116
H 1.5838 0.0958 3.1097  0.058
H 5.4399 -1.7076 3.2886  0.129
H 6.4591 -2.5177 1.1730  0.114
H 6.3175 -2.7337 -1.2784  0.114
H 4.3922 -1.9501 -2.5059  0.084
H 3.2392 -1.9758 -4.0132  0.088
H 1.9526 -1.8976 -6.0154  0.105
H -0.3381 -1.0496 -6.2138  0.108
H -2.7730 -0.0340 -4.5546  0.103
H -3.4461 0.2633 -2.3554  0.138
H -1.4950 2.0347 -0.0072  0.103
O -0.5854 -0.8966 1.0700  -0.392
S -1.6503 -0.7680 -0.0604  0.723
C -3.1387 -0.8199 0.9602  -0.228
C -3.0367 -0.4712 2.4448  -0.186
C -2.4451 0.9394 2.7695  -0.178
C -1.0470 0.8847 3.4224  -0.290
S 0.2735 2.0549 2.8874  1.096
O 0.6438 1.7550 1.4431  -0.483
C -0.6492 3.5737 2.8009  -0.381
C -0.8003 4.2141 1.5831  -0.060
C -1.4225 5.4549 1.5467  -0.045
C -1.8541 6.0487 2.7232  -0.054
C -1.6771 5.4040 3.9422  -0.056
C -1.0689 4.1613 3.9882  -0.076
C -1.7236 -2.5736 -0.4780  -0.263
C -1.1255 -3.5513 0.3160  -0.055
C -1.0058 -4.8548 -0.1302  -0.054
C -1.4707 -5.2101 -1.3901  -0.054
C -2.0990 -4.2608 -2.1815  -0.050
C -2.2188 -2.9580 -1.7228  -0.057
H -3.5453 -1.8224 0.8585  0.109
H -3.8860 -0.1688 0.4916  0.114
H -2.4353 -1.2372 2.9363  0.114
H -4.0476 -0.5386 2.8483  0.123
H -3.1189 1.4761 3.4345  0.117
H -2.4007 1.5133 1.8408  0.094
H -0.5882 -0.0808 3.2098  0.062
H -1.1105 1.0388 4.5005  0.100
H -0.4118 3.7493 0.6863  0.095
H -1.5462 5.9662 0.6015  0.116
H -2.3190 7.0246 2.6923  0.115
H -1.9980 5.8798 4.8587  0.115
H -0.9128 3.6586 4.9358  0.117
H -0.7634 -3.2701 1.2957  0.112
H -0.5456 -5.5984 0.5061  0.114
H -1.3517 -6.2244 -1.7467  0.114
H -2.5004 -4.5316 -3.1481  0.115
H -2.7331 -2.2317 -2.3329  0.097
Cl -1.3284 0.2028 -1.3896  0.536
C -1.1342 2.7637 -1.8876  -0.327
Cl -1.6978 2.4746 -3.6821  0.767
C 0.5493 2.7292 -1.9448  -0.546
O 1.0733 3.4543 -2.7389  0.092
O 1.2062 1.8808 -1.1494  -0.051
H -1.5694 3.7177 -1.6255  0.101

Values from the calculation:
Net charge: +1
HOMO (eV): -9.1
Gap between HOMO and LUMO (eV): 5.7517
2S+1: 1
E_tot (Eh): -5496.07338
Energy relative to the best compared isomer or geometry (same formula, charge and spin) (kJ/mol): 2805.9


# 4
The ion C7H10N3 with charge +1 at a distorted geometry, computed with wB97M-V/def2-TZVPD.

Each line ends with the natural charge from an NBO analysis.
Cartesian coordinates (Å):
C 1.9784 0.3831 0.8505  0.062
C 0.9581 0.6703 1.8139  0.037
C 1.0599 0.8730 -0.3015  -0.224
C 0.0372 1.2880 0.8579  -0.136
C 0.1495 -0.1989 -0.8148  -0.065
C -0.9668 -0.0828 0.1832  -0.079
C -2.0918 -0.5560 -2.0037  -0.426
N 2.3527 -0.7292 1.6116  -0.413
N 1.2583 -0.5291 2.4830  -0.391
N -1.1937 0.2620 -1.1886  -0.358
H 1.4952 1.6389 -0.8638  0.241
H -0.5877 2.1024 0.9578  0.222
H 0.5721 -1.1503 -1.2061  0.259
H -1.4681 -0.7839 0.7673  0.253
H -1.7765 -1.6090 -1.7597  0.235
H -3.1183 -0.3599 -1.9694  0.250
H -1.8443 -0.4958 -3.1569  0.248
H 3.2310 -1.2131 1.5982  0.429
H 1.1549 -0.8177 3.4381  0.411
H -1.2001 1.3080 -1.2972  0.443

Values from the calculation:
Net charge: +1
HOMO (eV): -11.9
Gap between HOMO and LUMO (eV): 9.0159
2S+1: 1
SMILES: C[N@H+]1[C@@H]2[C@H]3c4[nH][nH]c4[C@H]3[C@@H]21
E_tot (Eh): -436.43817
Energy relative to the best compared isomer or geometry (same formula, charge and spin) (kJ/mol): 861.3